Record 1
{"formula": "C21H57N4O11Y", "method": "the ωB97M-V functional and the def2-TZVPD basis", "total_charge": 2, "symbols": ["Y", "O", "C", "O", "O", "H", "C", "C", "C", "O", "C", "N", "H", "H", "H", "H", "H", "H", "H", "H", "H", "H", "H", "C", "C", "C", "O", "C", "N", "H", "H", "H", "H", "H", "H", "H", "H", "H", "H", "H", "C", "C", "C", "O", "C", "N", "H", "H", "H", "H", "H", "H", "H", "H", "H", "H", "H", "C", "C", "C", "O", "C", "N", "H", "H", "H", "H", "H", "H", "H", "H", "H", "H", "H", "C", "C", "O", "O", "H", "H", "H", "H", "H", "H", "C", "C", "O", "O", "H", "H", "H", "H", "H", "H"], "positions_angstrom": [[1.729543, -1.672109, 2.609680], [0.428063, 0.520794, -0.968566], [0.805444, -0.118614, 0.173432], [0.169786, -1.044777, 0.772922], [1.905777, -0.062630, 0.781865], [1.107860, 1.126235, -1.273387], [1.125204, -3.976618, -0.543451], [0.380828, -4.254516, 0.825913], [0.031444, -5.799885, 1.061325], [-0.752155, -6.052275, 2.251815], [-1.175337, -7.492284, 2.234957], [1.166466, -3.847188, 1.954881], [1.898931, -4.734897, -0.663716], [1.602670, -3.008545, -0.695013], [0.394408, -3.990211, -1.352057], [-0.636636, -3.868017, 0.766967], [1.031244, -6.218167, 1.177638], [-0.296251, -6.298467, 0.149108], [-1.722249, -7.835272, 3.113220], [-0.300997, -8.143090, 2.225168], [-1.700738, -7.661513, 1.295058], [2.039560, -4.224123, 1.614677], [0.887654, -4.580292, 2.591217], [3.331621, 4.678314, 4.163219], [2.121522, 3.837398, 3.781667], [2.100843, 3.497174, 2.269384], [1.524413, 4.604882, 1.551237], [1.483475, 4.508207, 0.134052], [2.270314, 2.558699, 4.543680], [3.393317, 5.749824, 3.973053], [4.078507, 4.237663, 3.502851], [3.503329, 4.634970, 5.238737], [1.293374, 4.491344, 4.054859], [1.357569, 2.699999, 2.282070], [2.984219, 3.043293, 1.820238], [2.474143, 4.694766, -0.280509], [0.958970, 5.432702, -0.107445], [1.143905, 3.566791, -0.297836], [2.506829, 2.799593, 5.495585], [3.161230, 2.212177, 4.217643], [-1.872217, 2.508886, -3.496554], [-1.394589, 2.615672, -4.930908], [-2.559805, 2.998704, -5.864549], [-2.148998, 3.539304, -7.149871], [-1.507638, 2.539678, -7.961340], [-0.156421, 3.537563, -4.874770], [-2.832101, 1.994821, -3.546282], [-2.183993, 3.469742, -3.087109], [-1.148647, 2.110323, -2.785441], [-1.068808, 1.600353, -5.156933], [-3.151790, 3.875797, -5.603098], [-3.346491, 2.244922, -5.896719], [-2.218333, 1.751820, -8.210919], [-0.814187, 1.862508, -7.462672], [-1.027416, 3.110075, -8.756414], [-0.518437, 4.477555, -4.948566], [0.191836, 3.349841, -5.804066], [-0.559987, 1.080661, 5.578168], [0.249865, -0.200978, 5.003247], [-0.688558, -1.461049, 4.797259], [0.033411, -2.586003, 4.227508], [-0.177827, -3.795164, 4.842543], [0.691197, 0.123171, 3.662646], [-0.012602, 2.019090, 5.489718], [-0.893227, 0.836464, 6.586838], [-1.509506, 1.178766, 5.051972], [1.080411, -0.469533, 5.656065], [-1.583918, -1.229152, 4.220501], [-1.081236, -1.616740, 5.802079], [0.071444, -3.794658, 5.903658], [0.343256, -4.647517, 4.406579], [-1.246144, -4.008948, 4.809518], [-0.157466, 0.470868, 3.239585], [1.281161, 0.939705, 3.735545], [1.758490, 0.462129, -4.388238], [2.520004, 1.154103, -3.265674], [1.723392, 2.156150, -2.650276], [0.601553, -0.246123, -3.808822], [2.388935, -0.182202, -5.000990], [1.364978, 1.225383, -5.059567], [3.376346, 1.635293, -3.738147], [2.961435, 0.402305, -2.611437], [1.376505, 2.750503, -3.319620], [0.432021, 0.100259, -2.929686], [-4.490195, -1.527119, -1.965968], [-3.292125, -0.957062, -1.188043], [-2.184469, -1.931846, -1.074208], [-4.472122, -1.616304, -3.371850], [-5.246127, -0.785772, -1.706997], [-4.849493, -2.523845, -1.709953], [-3.685497, -0.509965, -0.275097], [-2.830058, -0.088999, -1.658215], [-1.413051, -1.570516, -0.631538], [-3.930862, -2.384256, -3.569034]], "atomic_forces_ev_per_a": [[-2.361, 1.612, -2.729], [-0.322, -2.293, 3.637], [0.490, -2.128, 0.636], [-3.759, -0.926, -0.736], [3.969, 2.653, -0.011], [0.830, 1.249, -0.551], [-0.886, -0.674, 0.959], [-2.942, -1.426, -3.122], [1.462, 0.495, -0.140], [0.169, -0.778, -1.048], [0.977, 0.590, -0.511], [0.986, -0.106, 0.481], [-0.016, -0.164, -0.335], [-0.035, 0.293, 0.745], [0.082, -0.468, -0.014], [0.263, 1.102, 0.421], [0.378, -0.649, 0.392], [-0.810, 0.323, 0.037], [-0.308, 0.965, -0.051], [0.362, 0.217, -0.132], [-0.336, -0.003, 0.271], [1.129, -0.212, 0.233], [-0.008, 0.218, 1.308], [0.713, 0.244, -0.606], [1.345, 1.300, -0.205], [-2.518, 0.618, 0.481], [0.856, -1.263, 0.939], [1.051, 1.225, 0.332], [-0.591, 0.084, -0.722], [-0.797, -0.015, -0.513], [1.039, 0.097, 0.815], [0.438, -0.435, -0.059], [-0.857, -1.012, -0.094], [-0.362, -0.539, -0.598], [0.592, 0.536, 0.145], [0.388, -0.274, 0.005], [-0.636, -0.596, -0.573], [-0.623, 0.080, 0.251], [-0.304, 0.078, 0.390], [0.479, -0.226, -0.191], [-1.412, 0.592, -0.056], [0.687, 0.604, 1.554], [0.102, 2.228, -0.832], [0.758, -2.151, 0.604], [-0.575, 0.103, 0.436], [-1.542, -1.759, -1.050], [0.135, -0.737, 0.558], [0.271, 0.437, -0.160], [-0.099, -0.419, -0.319], [0.383, 0.106, -0.434], [0.275, 0.123, 1.311], [0.411, -0.745, -0.481], [-0.576, 0.468, -1.052], [0.885, 0.727, 0.631], [-0.214, -0.638, -0.260], [-0.026, 0.416, 0.136], [0.793, 0.490, -0.352], [0.004, -2.217, -0.073], [-2.409, 0.272, 0.354], [0.176, 1.497, 1.725], [1.503, 3.133, -1.125], [-1.469, -2.203, 1.703], [0.466, -0.421, -0.459], [0.169, -0.396, 0.185], [0.418, 0.379, 0.246], [0.058, -0.009, -0.477], [0.093, 0.037, 0.017], [0.270, 0.012, -0.557], [0.168, -0.989, 0.055], [0.310, 0.329, 0.082], [0.071, 0.415, -0.329], [-0.050, -0.294, -0.173], [-0.157, 0.044, -0.884], [0.666, 1.079, 0.120], [-1.498, 0.087, 1.228], [0.722, 0.273, -2.245], [0.432, -1.142, 1.557], [1.233, -0.090, -1.092], [-0.129, -0.402, 0.387], [-0.024, 0.141, -0.083], [0.263, 0.112, 0.016], [-0.525, 0.260, 0.752], [-0.571, 0.387, -0.615], [-0.063, 0.115, -0.190], [-0.327, 0.436, 0.200], [1.513, -0.700, -0.924], [-1.498, -0.011, 0.184], [0.907, 0.591, -0.300], [-0.466, -0.202, -0.223], [0.291, 0.121, 1.358], [0.158, -0.817, 0.725], [-0.425, 0.098, -0.722], [-0.135, 0.457, 0.175], [0.074, -0.017, -0.364]]}

***

Record 2
{"formula": "C41H52HfN8O2Si4Te", "method": "the ωB97M-V functional and the def2-TZVPD basis", "total_charge": 2, "e_above_lowest_kcal_mol": 21.4, "symbols": ["Hf", "O", "C", "O", "C", "C", "C", "N", "C", "C", "C", "C", "C", "C", "C", "N", "C", "C", "C", "C", "C", "N", "H", "H", "H", "H", "H", "H", "H", "H", "H", "H", "C", "N", "C", "C", "N", "C", "C", "C", "C", "C", "C", "N", "C", "N", "C", "C", "C", "C", "C", "C", "N", "H", "H", "H", "H", "H", "H", "H", "H", "H", "H", "H", "H", "H", "H", "H", "C", "Si", "C", "C", "Si", "Te", "Si", "C", "C", "C", "Si", "C", "C", "C", "H", "H", "H", "H", "H", "H", "H", "H", "H", "H", "H", "H", "H", "H", "H", "H", "H", "H", "H", "H", "H", "H", "H", "H", "H", "H", "H"], "positions_angstrom": [[0.673451, -1.376840, -0.721920], [5.398340, 3.696686, 0.046510], [5.037314, 3.306946, -1.067170], [5.336149, 3.561646, -2.239073], [3.933380, 2.205052, -0.986418], [3.235708, 1.811554, -2.126440], [2.358685, 0.761385, -2.054769], [2.222703, 0.056438, -0.906804], [2.981195, 0.356613, 0.169605], [3.804288, 1.452305, 0.175959], [2.897084, -0.633366, 1.268673], [3.569349, -0.486752, 2.466745], [3.554100, -1.539164, 3.368733], [2.873577, -2.704766, 3.045902], [2.177531, -2.749624, 1.858222], [2.167080, -1.728405, 0.990713], [1.575535, 0.242055, -3.205011], [1.606751, 0.842518, -4.447068], [0.916850, 0.263196, -5.498771], [0.213324, -0.908470, -5.277950], [0.220042, -1.443440, -4.007734], [0.880254, -0.891979, -2.984008], [3.447692, 2.357359, -3.037526], [4.395322, 1.760237, 1.030434], [4.117698, 0.420173, 2.677242], [4.082622, -1.455970, 4.309763], [2.867710, -3.557565, 3.709894], [1.603654, -3.623616, 1.577497], [2.162340, 1.757766, -4.591172], [0.937631, 0.716783, -6.480794], [-0.333879, -1.399810, -6.069805], [-0.322141, -2.353472, -3.802012], [-2.022860, -3.617002, -0.589732], [-0.850735, -3.504420, -1.472617], [-0.023741, -4.723967, -1.415374], [1.389159, -4.391895, -1.741088], [1.904674, -3.202572, -1.518676], [3.269978, -3.303433, -1.869656], [4.306322, -2.370466, -1.842855], [5.554540, -2.795826, -2.250235], [5.782269, -4.113590, -2.681076], [4.764749, -5.043082, -2.718130], [3.514763, -4.602319, -2.303392], [2.289812, -5.262576, -2.209537], [-1.607776, -3.199498, 0.769721], [-0.722258, -2.243630, 0.933305], [-0.713882, -1.974682, 2.319334], [-0.037620, -1.009786, 3.059792], [-0.232213, -1.000862, 4.423934], [-1.098836, -1.911837, 5.049796], [-1.815438, -2.838742, 4.321475], [-1.603853, -2.838561, 2.947000], [-2.158668, -3.602829, 1.921824], [-2.466846, -4.615156, -0.596547], [-2.776814, -2.906703, -0.938157], [-1.204961, -3.401555, -2.417080], [-0.400910, -5.511703, -2.071188], [-0.061724, -5.115085, -0.394944], [4.156106, -1.348269, -1.525747], [6.378615, -2.094958, -2.241032], [6.776489, -4.403514, -2.992686], [4.934418, -6.056536, -3.056900], [2.114390, -6.225816, -2.449118], [0.594760, -0.275591, 2.584177], [0.270052, -0.253774, 5.025135], [-1.221463, -1.872927, 6.123813], [-2.508498, -3.520767, 4.795758], [-2.885671, -4.294013, 2.020228], [-2.525067, 5.842555, -0.215070], [-1.697371, 4.312457, -0.872687], [0.157390, 4.433525, -0.719342], [-2.189620, 4.010852, -2.643477], [-2.349712, 2.466209, 0.421163], [-1.116019, 0.608404, -0.833838], [-1.806783, 2.696320, 2.683064], [0.049215, 2.701565, 2.923319], [-2.666175, 1.377135, 3.687008], [-2.523376, 4.354575, 3.162845], [-4.540515, 1.675334, 0.152026], [-5.715213, 2.849439, 0.997861], [-4.640194, -0.023063, 0.945255], [-4.960598, 1.504946, -1.655497], [-2.368966, 6.660516, -0.924170], [-2.107862, 6.149124, 0.745414], [-3.603126, 5.712956, -0.090763], [0.543411, 5.271365, -1.307255], [0.642472, 3.519705, -1.077194], [0.460185, 4.591651, 0.319246], [-1.756387, 4.782305, -3.286658], [-3.274870, 4.046731, -2.763353], [-1.841687, 3.035980, -2.996448], [0.543722, 1.936065, 2.320655], [0.315796, 2.550202, 3.973805], [0.461220, 3.665828, 2.615520], [-2.515334, 0.371314, 3.290902], [-3.741626, 1.578166, 3.692007], [-2.322522, 1.395135, 4.725524], [-1.848362, 5.172870, 2.903557], [-2.696772, 4.389520, 4.241782], [-3.480334, 4.543088, 2.668572], [-5.529031, 2.909589, 2.073331], [-6.744489, 2.508886, 0.854459], [-5.640389, 3.859074, 0.585428], [-4.614648, 0.038572, 2.035092], [-3.798998, -0.645907, 0.618654], [-5.571399, -0.518375, 0.653737], [-4.968753, 2.472370, -2.162100], [-5.954634, 1.061818, -1.762371], [-4.240243, 0.863667, -2.170980]], "atomic_forces_ev_per_a": [[-1.399, -1.670, -0.096], [0.104, -0.039, -0.063], [-0.337, 0.200, -0.030], [0.082, 0.016, 0.098], [0.341, -0.337, -0.123], [-0.037, 0.299, -0.071], [-0.112, -0.114, -0.021], [0.901, 0.177, -0.177], [-0.184, 0.074, 0.095], [0.011, 0.164, 0.163], [0.093, 0.340, -0.188], [0.138, -0.117, 0.157], [0.043, 0.083, 0.011], [0.022, -0.071, -0.036], [0.039, -0.064, -0.043], [-0.104, 0.181, 0.061], [0.331, 0.024, 0.222], [-0.003, 0.146, -0.170], [0.043, 0.090, -0.021], [-0.045, -0.083, 0.004], [0.039, 0.025, 0.021], [-0.033, 0.113, 0.029], [0.036, 0.001, 0.034], [0.036, 0.008, -0.064], [0.001, -0.024, 0.003], [-0.004, 0.001, -0.021], [-0.009, 0.016, -0.012], [-0.038, 0.007, 0.022], [0.007, -0.035, -0.019], [-0.012, 0.014, 0.020], [0.010, 0.006, 0.015], [-0.003, -0.028, -0.027], [-0.091, 0.027, -0.121], [0.143, 0.203, 0.006], [-0.037, -0.035, -0.005], [0.012, 0.028, 0.021], [0.242, 0.185, 0.017], [-0.176, 0.046, 0.081], [0.012, 0.083, 0.007], [-0.009, -0.046, -0.017], [0.005, 0.056, -0.001], [0.013, -0.021, -0.037], [-0.072, -0.145, -0.002], [0.129, -0.080, -0.062], [-0.137, 0.128, -0.094], [0.717, -0.055, 0.645], [-0.114, 0.083, -0.210], [0.019, -0.004, 0.015], [-0.042, 0.022, 0.019], [0.025, 0.015, 0.010], [-0.010, -0.021, -0.022], [-0.130, -0.081, -0.028], [-0.052, -0.023, 0.166], [0.016, -0.033, -0.029], [-0.033, 0.016, 0.000], [0.062, 0.070, -0.016], [-0.043, -0.006, -0.010], [0.001, 0.000, 0.021], [0.000, -0.042, -0.001], [-0.008, -0.013, -0.003], [-0.012, 0.014, 0.003], [-0.006, 0.014, 0.019], [-0.002, 0.006, 0.000], [0.026, 0.041, 0.024], [0.010, -0.026, -0.004], [-0.015, 0.015, -0.018], [0.011, 0.010, -0.007], [-0.008, 0.015, -0.017], [-0.106, 0.140, 0.074], [0.086, -0.080, -0.030], [0.179, 0.021, 0.011], [-0.059, -0.059, -0.172], [-0.201, 0.051, 0.057], [-0.309, 0.168, -0.127], [0.047, 0.018, -0.034], [0.157, -0.010, 0.039], [-0.098, -0.149, 0.063], [-0.036, 0.126, -0.002], [-0.005, -0.049, 0.035], [-0.072, 0.111, 0.064], [0.020, -0.149, 0.060], [0.025, 0.037, -0.167], [-0.013, 0.006, 0.044], [-0.026, 0.008, -0.027], [0.037, 0.021, -0.022], [-0.002, -0.035, 0.023], [-0.008, 0.044, 0.015], [0.018, 0.000, -0.052], [-0.021, -0.026, 0.010], [0.046, 0.006, -0.023], [-0.019, 0.052, -0.012], [0.014, -0.027, 0.008], [0.002, 0.006, -0.042], [0.001, -0.038, 0.019], [0.007, -0.001, 0.027], [0.041, -0.022, 0.023], [-0.018, 0.002, -0.028], [-0.036, -0.021, 0.014], [0.019, 0.023, -0.021], [0.013, 0.003, 0.057], [-0.020, 0.004, -0.038], [0.016, 0.032, 0.028], [-0.020, -0.037, 0.021], [-0.001, -0.021, -0.040], [-0.054, 0.004, 0.012], [0.034, 0.012, 0.022], [-0.018, -0.044, 0.010], [0.026, 0.008, -0.020], [-0.047, 0.016, -0.002]]}

***

Record 3
{"formula": "C3H9S2", "method": "the ωB97M-V functional and the def2-TZVPD basis", "total_charge": -1, "e_above_lowest_kcal_mol": 18.9, "symbols": ["C", "S", "H", "H", "H", "C", "C", "S", "H", "H", "H", "H", "H", "H"], "positions_angstrom": [[1.865840, -0.581236, -0.519151], [1.981211, 1.010623, -1.355283], [2.087939, -0.460333, 0.531883], [2.516997, -1.280229, -1.049346], [0.856134, -0.960473, -0.632624], [-2.432342, -0.277408, -0.643849], [-2.095568, -0.837117, 0.723512], [-0.705681, -0.100367, 1.677018], [-2.297319, 0.788327, -0.813827], [-1.969755, -0.861949, -1.449571], [-3.498970, -0.478895, -0.869927], [-1.963054, -1.924749, 0.612194], [-2.997590, -0.827799, 1.345181], [0.866100, 1.526711, -0.826703]], "atomic_forces_ev_per_a": [[-0.187, -0.258, -0.482], [0.148, 0.219, -0.312], [0.044, -0.273, 0.066], [0.292, 0.159, 0.228], [-0.083, 0.070, 0.278], [-1.015, -0.679, -0.951], [-0.075, -0.456, 0.861], [-0.341, 0.001, -0.388], [0.364, 0.040, 0.282], [0.572, 0.414, 0.100], [0.060, 0.187, 0.255], [0.357, 0.128, -0.158], [-0.030, 0.457, 0.051], [-0.107, -0.007, 0.170]]}

***

| no. | HOMO energy (Ha) | gap between HOMO and LUMO (eV) |
| --- | --- | --- |
| 1 | -0.46747 | 4.903 |
| 2 | -0.44217 | 5.596 |
| 3 | -0.08803 | 5.829 |